1.
{
  "formula": "C27H45F3N6O6Yb",
  "method": "the ωB97M-V functional and the def2-TZVPD basis",
  "elements": ["Yb", "C", "C", "C", "C", "C", "C", "N", "C", "C", "N", "C", "C", "O", "O", "C", "C", "C", "C", "C", "C", "N", "C", "C", "N", "C", "C", "O", "O", "H", "H", "H", "H", "H", "H", "H", "H", "H", "H", "H", "H", "H", "H", "H", "H", "H", "H", "H", "H", "H", "H", "H", "H", "H", "H", "H", "H", "H", "H", "H", "H", "H", "H", "H", "H", "H", "H", "H", "F", "C", "F", "F", "C", "O", "O", "N", "C", "C", "C", "C", "C", "N", "H", "H", "H", "H", "H", "H"],
  "xyz": [[1.4385, 0.1639, 1.3648], [0.0003, 4.3360, -2.0087], [-0.0780, 2.8741, -1.5619], [-1.5253, 2.5636, -1.1395], [-2.1552, 1.2337, -1.5982], [-2.0953, 1.0306, -3.1059], [-3.5892, 1.1757, -1.0820], [-1.3564, 0.1430, -0.9253], [-1.8163, -1.2671, -0.9811], [-1.0054, -2.1392, -0.0236], [0.4644, -2.0354, -0.1858], [1.1084, -3.0459, 0.7247], [2.1005, -2.2463, 1.5500], [1.5729, -1.6006, 2.5437], [3.2168, -1.9418, 1.1214], [0.8944, -2.2272, -1.6062], [0.4530, -3.5697, -2.1922], [2.3973, -2.0429, -1.8249], [2.9661, -0.6265, -2.0239], [4.4492, -0.8024, -2.3636], [2.2578, 0.0781, -3.1781], [2.8260, 0.1779, -0.7571], [3.3442, 1.5649, -0.8127], [2.3002, 2.6153, -1.1969], [0.9672, 2.4981, -0.5434], [0.9191, 3.4337, 0.6051], [2.0429, 3.2098, 1.6236], [2.7009, 4.1185, 2.0525], [2.2307, 1.9479, 1.9593], [-0.5496, 4.4509, -2.9429], [1.0216, 4.6669, -2.1847], [-0.4542, 5.0106, -1.2848], [0.1665, 2.2657, -2.4375], [-2.1732, 3.3356, -1.5601], [-1.6431, 2.6513, -0.0583], [-2.4863, 1.9142, -3.6079], [-2.7053, 0.1838, -3.4184], [-1.0787, 0.8699, -3.4672], [-4.1297, 2.0391, -1.4664], [-3.6186, 1.2211, 0.0068], [-4.1169, 0.2875, -1.4242], [-0.3929, 0.2019, -1.2698], [-1.2753, 0.4023, 0.1010], [-1.7853, -1.6074, -2.0163], [-2.8507, -1.2837, -0.6414], [-1.3517, -3.1706, -0.1543], [-1.2469, -1.8540, 1.0042], [1.6167, -3.8511, 0.1962], [0.3600, -3.4799, 1.3860], [0.3849, -1.4455, -2.1770], [1.0299, -4.3977, -1.7817], [0.6280, -3.5673, -3.2674], [-0.6013, -3.7875, -2.0364], [2.6392, -2.5772, -2.7458], [2.9574, -2.5488, -1.0375], [4.5613, -1.4771, -3.2107], [4.9885, -1.2368, -1.5209], [4.9272, 0.1352, -2.6374], [2.1496, -0.5982, -4.0254], [2.8214, 0.9417, -3.5271], [1.2631, 0.4257, -2.8981], [3.4696, -0.3300, -0.1418], [4.1807, 1.6610, -1.5087], [3.7562, 1.8012, 0.1705], [2.1470, 2.5850, -2.2746], [2.7403, 3.5958, -0.9836], [-0.0379, 3.3313, 1.1229], [1.0124, 4.4723, 0.2767], [-1.3204, 1.2778, 4.8174], [-0.5430, 1.4597, 3.7616], [0.4719, 0.5666, 3.8255], [-0.0166, 2.6840, 3.8331], [-1.3023, 1.3035, 2.4149], [-2.3357, 1.9011, 2.2428], [-0.6790, 0.5785, 1.5469], [-4.0191, -0.3848, 3.6555], [-3.2562, -1.5067, 3.8616], [-3.8844, -2.6687, 4.3529], [-3.1451, -3.8165, 4.4689], [-1.7934, -3.7877, 4.1286], [-1.2506, -2.5997, 3.6935], [-1.9675, -1.4744, 3.5149], [-4.8709, -0.3243, 4.1874], [-3.5369, 0.4940, 3.5495], [-4.9322, -2.6463, 4.6162], [-3.6028, -4.7267, 4.8322], [-1.1701, -4.6630, 4.2407], [-0.1993, -2.5238, 3.4662]],
  "atomic_forces_ev_per_a": [[0.1, 0.2, -0.7], [0.0, 0.0, -0.1], [0.0, -0.1, 0.0], [0.0, 0.0, -0.1], [0.0, 0.1, 0.0], [0.0, 0.0, 0.0], [0.1, 0.0, 0.0], [0.1, 0.1, 0.3], [0.0, 0.0, 0.0], [-0.1, 0.1, -0.1], [0.2, -0.2, 0.2], [0.2, -0.2, 0.2], [0.0, 0.3, 0.4], [-0.1, -0.5, -0.2], [-0.1, -0.1, -0.1], [-0.1, 0.1, 0.0], [0.1, 0.0, 0.0], [0.0, 0.0, 0.1], [-0.2, 0.1, -0.1], [0.0, 0.0, 0.0], [0.0, 0.0, 0.0], [0.4, -0.3, 0.4], [0.0, 0.2, 0.1], [-0.1, 0.0, -0.1], [0.1, 0.0, 0.1], [0.0, 0.2, 0.0], [0.3, -0.1, 0.1], [-0.2, 0.1, -0.1], [-0.2, 0.1, -0.1], [0.0, 0.0, 0.0], [0.0, 0.0, 0.0], [0.0, 0.0, 0.1], [0.0, 0.0, 0.0], [0.1, 0.0, 0.0], [0.0, 0.0, 0.1], [0.0, 0.0, 0.0], [0.0, 0.0, 0.0], [0.0, 0.0, 0.0], [0.0, 0.0, 0.0], [0.0, 0.0, 0.1], [0.0, 0.0, 0.0], [0.0, 0.0, 0.0], [0.0, -0.1, -0.3], [0.0, 0.0, 0.1], [0.0, 0.0, 0.0], [0.0, 0.1, 0.0], [0.0, 0.0, 0.0], [-0.1, 0.1, -0.2], [0.0, 0.0, -0.1], [0.0, 0.0, 0.0], [0.0, 0.0, 0.0], [0.0, 0.0, 0.0], [-0.1, 0.0, 0.0], [0.0, 0.0, 0.0], [0.0, 0.0, 0.0], [0.0, 0.0, -0.1], [0.0, 0.0, 0.0], [0.0, 0.0, 0.0], [0.0, -0.1, 0.0], [0.0, 0.0, 0.0], [-0.1, 0.0, 0.0], [0.0, 0.1, -0.1], [-0.1, 0.0, 0.0], [-0.1, -0.1, -0.1], [0.0, 0.0, 0.0], [0.0, 0.0, 0.0], [0.0, 0.0, 0.0], [0.0, -0.1, 0.0], [0.0, 0.0, -0.1], [-0.3, 0.0, 0.2], [0.2, 0.0, 0.0], [0.0, 0.0, 0.0], [-0.1, 0.2, 0.4], [0.0, -0.1, 0.0], [0.2, 0.1, -0.2], [0.0, 0.2, 0.0], [-0.1, -0.3, -0.1], [0.1, 0.0, 0.0], [0.0, 0.0, 0.0], [0.2, -0.1, 0.1], [-0.5, 0.0, 0.0], [-0.1, 0.1, 0.2], [0.0, 0.0, 0.0], [0.0, 0.0, 0.0], [0.0, 0.0, 0.0], [0.0, 0.0, 0.0], [0.0, 0.0, 0.0], [0.1, 0.1, 0.0]],
  "orbital_gap_ha": [0.309, 0.279],
  "largest_force_ha_per_bohr": 0.014,
  "de_lowest_ev": 1.467,
  "mol_weight_g_mol": 779.7,
  "charge": 1,
  "spin_multiplicity": 2,
  "homo_ha": [-0.3878, -0.3878],
  "s2": 0.75,
  "e_tot_ha": -3294.1244
}

***

2.
{
  "formula": "C27H45GaN7OP2",
  "method": "the ωB97M-V functional and the def2-TZVPD basis",
  "elements": ["Ga", "C", "P", "C", "C", "C", "C", "C", "C", "C", "P", "C", "C", "H", "H", "H", "H", "H", "H", "H", "H", "H", "H", "H", "H", "H", "H", "H", "H", "C", "N", "C", "C", "N", "C", "C", "N", "C", "C", "N", "C", "N", "C", "C", "C", "N", "C", "H", "H", "H", "H", "H", "H", "H", "H", "H", "H", "H", "H", "H", "H", "H", "H", "H", "H", "H", "H", "H", "H", "H", "H", "O", "N", "C", "C", "C", "C", "C", "H", "H", "H", "H", "H"],
  "xyz": [[-0.1378, -0.0109, 0.4536], [3.3810, -1.7431, 0.7487], [1.5875, -2.0528, 0.5939], [1.3919, -3.5157, 1.6755], [1.3866, -2.7274, -1.0972], [2.5077, -2.9543, -1.8976], [2.3802, -3.4061, -3.2028], [1.1217, -3.6424, -3.7315], [-0.0014, -3.4402, -2.9437], [0.1023, -2.9913, -1.6268], [-1.3977, -2.9094, -0.5634], [-1.9012, -4.6789, -0.5494], [-2.7016, -2.2127, -1.6416], [3.7196, -1.0534, -0.0245], [3.9532, -2.6686, 0.6808], [3.5725, -1.2987, 1.7253], [2.0361, -4.3201, 1.3194], [0.3582, -3.8615, 1.6793], [1.6740, -3.2539, 2.6971], [3.5014, -2.7646, -1.5130], [3.2643, -3.5766, -3.8034], [1.0145, -4.0004, -4.7479], [-0.9753, -3.6602, -3.3644], [-2.0649, -5.0440, -1.5652], [-2.8237, -4.7876, 0.0211], [-1.1282, -5.2875, -0.0804], [-2.7103, -2.6466, -2.6408], [-2.6018, -1.1294, -1.7200], [-3.6620, -2.4309, -1.1713], [-1.5286, -1.3780, 2.8644], [-1.4358, -0.1326, 3.5888], [-2.4618, 0.2368, 4.5520], [-1.9183, 1.5495, 5.0902], [-0.9910, 1.9849, 4.0357], [-0.1680, 3.1444, 4.3799], [-0.6737, 0.9299, 3.2330], [0.2010, 0.8766, 2.2421], [1.0383, 2.0461, 1.9463], [2.0957, 1.6473, 0.9457], [1.4393, 1.1037, -0.2493], [1.9165, 1.3444, -1.4515], [3.0991, 1.9440, -1.7765], [4.3370, 1.8748, -0.9935], [3.2485, 2.0207, -3.2375], [1.8709, 1.6342, -3.7630], [1.2422, 1.0434, -2.5851], [-0.0908, 0.4852, -2.6392], [-1.8708, -2.1535, 3.5483], [-0.5514, -1.6717, 2.4918], [-2.2295, -1.3268, 2.0273], [-2.5594, -0.5285, 5.3184], [-3.4326, 0.3638, 4.0650], [-1.3865, 1.4216, 6.0360], [-2.6958, 2.2963, 5.2284], [-0.7613, 3.7657, 5.0462], [0.0780, 3.7474, 3.5154], [0.7438, 2.8580, 4.9084], [1.5591, 2.4176, 2.8254], [0.4305, 2.8550, 1.5259], [2.7452, 0.9004, 1.4068], [2.6897, 2.5307, 0.7308], [4.3369, 1.0235, -0.3186], [4.5271, 2.7829, -0.4256], [5.1636, 1.7441, -1.6892], [4.0188, 1.3226, -3.5680], [3.5412, 3.0220, -3.5421], [1.9199, 0.9142, -4.5761], [1.3101, 2.5051, -4.1076], [-0.3613, 0.3524, -3.6838], [-0.8373, 1.1318, -2.1707], [-0.1235, -0.4949, -2.1661], [-1.6820, 1.4834, 0.2951], [-2.6025, 2.1487, -0.3750], [-2.2390, 3.1898, -1.1474], [-3.1889, 3.9085, -1.8398], [-4.5258, 3.5555, -1.7407], [-4.8737, 2.4818, -0.9368], [-3.8941, 1.7881, -0.2604], [-1.1816, 3.4058, -1.1524], [-2.8707, 4.7445, -2.4472], [-5.2843, 4.1116, -2.2758], [-5.9034, 2.1717, -0.8247], [-4.0760, 0.9448, 0.3865]],
  "atomic_forces_ev_per_a": [[0.3, -0.2, -0.1], [0.0, 0.0, 0.0], [-0.2, -0.2, -0.2], [-0.1, 0.1, 0.1], [-0.1, -0.1, -0.1], [0.0, 0.2, 0.0], [0.0, 0.0, 0.0], [0.0, 0.0, 0.0], [0.1, 0.0, 0.1], [0.1, -0.1, -0.1], [0.1, 0.1, 0.5], [0.1, 0.1, -0.2], [0.0, 0.0, -0.1], [0.0, 0.0, 0.0], [0.0, 0.0, 0.0], [0.0, 0.0, 0.0], [0.0, 0.0, 0.0], [0.0, 0.0, 0.0], [0.0, 0.0, 0.0], [0.0, -0.1, 0.0], [0.0, 0.0, 0.0], [0.0, 0.0, 0.0], [0.0, 0.0, 0.0], [0.0, -0.1, 0.0], [0.0, 0.0, 0.0], [0.0, 0.0, 0.0], [0.0, 0.0, 0.0], [0.0, 0.0, 0.0], [0.0, 0.0, 0.0], [-0.1, 0.1, 0.1], [0.2, 0.0, -0.1], [0.1, 0.0, 0.0], [0.0, 0.1, -0.1], [0.1, 0.0, 0.0], [-0.1, 0.0, 0.0], [-0.3, 0.0, 0.1], [0.0, 0.1, -0.1], [-0.1, 0.0, 0.1], [0.0, 0.0, -0.1], [0.0, 0.0, 0.1], [0.1, 0.0, -0.2], [0.1, 0.0, 0.1], [-0.1, 0.0, -0.1], [0.0, 0.0, 0.1], [0.0, 0.0, 0.1], [0.0, -0.1, 0.1], [0.0, 0.2, -0.1], [0.0, 0.0, 0.0], [0.1, 0.0, 0.0], [0.0, 0.0, 0.0], [0.0, 0.0, 0.0], [0.0, 0.0, -0.1], [0.1, 0.0, 0.0], [0.0, 0.0, 0.0], [0.0, 0.0, 0.0], [0.0, 0.0, 0.0], [0.0, 0.0, 0.0], [0.0, -0.1, 0.0], [0.0, 0.0, 0.0], [0.1, 0.0, 0.0], [0.0, 0.1, -0.1], [0.0, 0.0, 0.0], [0.0, 0.0, 0.0], [0.0, 0.0, 0.0], [0.0, -0.1, 0.0], [0.0, 0.0, 0.0], [0.0, 0.0, 0.0], [-0.1, 0.0, 0.0], [0.0, 0.0, 0.0], [0.0, 0.0, 0.0], [0.0, -0.1, 0.0], [-0.2, 0.3, 0.4], [0.1, -0.2, -0.1], [-0.1, 0.0, 0.0], [0.0, 0.0, 0.0], [-0.1, 0.1, 0.0], [0.0, 0.0, 0.0], [0.0, 0.0, 0.0], [0.0, 0.0, 0.0], [0.0, 0.0, 0.0], [0.0, 0.0, 0.0], [0.0, 0.0, 0.0], [0.0, 0.0, 0.0]],
  "orbital_gap_ha": [0.243, 0.275],
  "largest_force_ha_per_bohr": 0.010,
  "de_lowest_ev": 0.105,
  "mol_weight_g_mol": 615.4,
  "charge": 2,
  "spin_multiplicity": 2,
  "homo_ha": [-0.4208, -0.4801],
  "s2": 0.75,
  "e_tot_ha": -4121.3705
}

***

3.
{
  "formula": "C27H46BrClN3O6SSi",
  "method": "the ωB97M-V functional and the def2-TZVPD basis",
  "elements": ["C", "Si", "C", "C", "C", "C", "C", "C", "C", "C", "C", "N", "Cl", "C", "N", "C", "C", "C", "C", "O", "O", "C", "C", "C", "C", "C", "S", "O", "O", "O", "O", "C", "Br", "N", "C", "C", "C", "C", "C", "C", "H", "H", "H", "H", "H", "H", "H", "H", "H", "H", "H", "H", "H", "H", "H", "H", "H", "H", "H", "H", "H", "H", "H", "H", "H", "H", "H", "H", "H", "H", "H", "H", "H", "H", "H", "H", "H", "H", "H", "H", "H", "H", "H", "H", "H", "H"],
  "xyz": [[7.6423, -1.3456, 0.5648], [6.0374, -0.3855, 0.4272], [6.2490, 1.3817, 1.0476], [4.6446, -1.2934, 1.3506], [3.9096, -0.4806, 2.4255], [2.9837, 0.6324, 1.9143], [2.2403, 0.3423, 0.6210], [1.1609, -0.7541, 0.7563], [1.1233, -1.6361, -0.4852], [0.0857, -2.7696, -0.4200], [-1.1626, -2.5964, -1.2701], [-1.9391, -1.3746, -0.9748], [-1.3920, 0.0955, -1.6172], [-3.0382, -1.3773, -0.2942], [-3.7836, -0.2132, -0.1137], [-4.0833, 0.0543, 1.3123], [-2.8736, 0.5492, 2.1102], [-2.1211, -0.5953, 2.8110], [-1.3990, -0.0886, 4.0373], [-1.9877, 0.2800, 4.9847], [-0.0369, -0.0290, 3.9562], [-5.0310, -0.5075, -0.9002], [-5.9153, 0.6995, -1.0702], [-5.4808, 1.5423, -2.2941], [-5.1196, 2.9938, -1.9714], [-4.0041, 3.0846, -0.9199], [-3.8403, 4.6684, -0.1323], [-3.2059, 5.5579, -1.0418], [-3.2418, 4.4636, 1.1480], [-5.3239, 5.2031, 0.0649], [-5.6912, -1.6110, -0.2965], [-4.8882, -2.7413, -0.4566], [-5.7797, -4.2858, 0.1993], [-3.5567, -2.5935, 0.1670], [5.5016, -0.2419, -1.3908], [4.6948, -1.2018, -2.0236], [4.3037, -1.0325, -3.3548], [4.7016, 0.0953, -4.0797], [5.5233, 1.0491, -3.4748], [5.9142, 0.8754, -2.1402], [8.4343, -0.7864, 0.0775], [7.5320, -2.3161, 0.0919], [7.8820, -1.4816, 1.6156], [6.2251, 1.4605, 2.1282], [5.4739, 1.9897, 0.5901], [7.1962, 1.7585, 0.6662], [3.9326, -1.7390, 0.6620], [5.1106, -2.1362, 1.8641], [3.3183, -1.1834, 3.0165], [4.6166, -0.0413, 3.1239], [2.2466, 0.8567, 2.6842], [3.5684, 1.5400, 1.7806], [2.9114, 0.0871, -0.1969], [1.7446, 1.2651, 0.3229], [1.3319, -1.3543, 1.6456], [0.2044, -0.2351, 0.8296], [2.1016, -2.1024, -0.5683], [1.0218, -1.0174, -1.3701], [0.5608, -3.6700, -0.7997], [-0.1893, -2.9863, 0.6111], [-1.8095, -3.4522, -1.1408], [-0.8953, -2.5664, -2.3224], [-4.5287, -0.7885, 1.8357], [-4.8295, 0.8383, 1.3326], [-2.2022, 1.1302, 1.4853], [-3.2642, 1.1918, 2.8932], [-1.3765, -1.0027, 2.1245], [-2.7889, -1.4007, 3.1035], [0.3031, -0.9196, 4.1137], [-4.6842, -0.8390, -1.8839], [-6.9264, 0.3405, -1.2267], [-5.9053, 1.3343, -0.1931], [-6.2887, 1.5464, -3.0189], [-4.6218, 1.1038, -2.8001], [-4.7333, 3.4403, -2.8820], [-5.9991, 3.5622, -1.6846], [-3.0504, 2.9741, -1.4250], [-4.0792, 2.3056, -0.1722], [-5.8985, 4.4826, 0.3596], [-4.7141, -2.8931, -1.5217], [-3.6037, -2.6187, 1.1803], [4.3785, -2.0728, -1.4676], [3.6896, -1.7863, -3.8302], [4.3784, 0.2254, -5.1006], [5.8616, 1.9150, -4.0229], [6.5438, 1.6277, -1.6872]],
  "atomic_forces_ev_per_a": [[-0.6, 0.3, 0.0], [-0.4, 0.1, -0.3], [0.1, -0.5, -0.5], [0.5, 0.2, 0.4], [-0.5, -0.2, -0.2], [0.3, 0.0, 0.0], [-0.4, -0.1, 0.1], [0.2, 0.6, -0.8], [0.2, -0.4, 0.6], [0.2, 0.4, -0.2], [0.6, -0.4, -0.3], [-0.4, -0.1, 0.1], [0.1, -0.1, -0.1], [0.1, 0.4, 0.7], [-0.2, -0.2, -0.3], [0.4, 0.6, 0.3], [-0.4, -0.6, 0.3], [0.7, 0.0, -0.9], [0.1, -0.4, -0.7], [-0.8, 0.7, 1.2], [0.2, -0.2, 0.0], [0.3, -0.1, 0.3], [0.1, 0.2, -0.6], [0.0, 0.2, 0.2], [0.4, -0.2, 0.0], [-0.5, 0.0, -0.6], [1.0, 0.3, 0.3], [-0.3, 0.1, -0.3], [-0.2, -0.4, 0.2], [-0.1, -0.2, -0.3], [-0.2, 0.1, 0.0], [-0.1, 0.0, -0.2], [0.0, 0.0, 0.2], [0.1, -0.3, -0.3], [0.2, 0.2, -0.1], [0.3, 0.7, -0.4], [0.1, 0.2, 0.2], [0.2, -0.1, 0.6], [-0.2, -0.5, 0.5], [-0.4, -0.4, -0.5], [0.2, 0.0, -0.1], [0.1, -0.2, -0.1], [0.2, -0.1, 0.1], [0.0, 0.1, 0.2], [-0.2, 0.2, 0.2], [0.2, 0.1, 0.2], [-0.1, 0.0, -0.2], [0.1, -0.1, 0.0], [-0.1, -0.1, 0.1], [0.1, 0.0, 0.1], [0.0, 0.1, 0.1], [0.0, 0.1, -0.1], [0.2, 0.0, 0.0], [0.0, 0.1, -0.2], [-0.1, -0.1, 0.2], [-0.2, -0.1, 0.4], [0.2, 0.0, -0.1], [-0.1, 0.0, -0.2], [-0.1, -0.3, -0.1], [-0.1, 0.0, 0.1], [-0.3, 0.1, 0.1], [0.0, 0.3, -0.1], [-0.2, -0.2, -0.1], [-0.1, 0.1, -0.2], [0.1, 0.2, 0.0], [0.0, 0.2, 0.0], [0.0, -0.2, 0.0], [-0.2, 0.0, 0.3], [0.3, 0.1, -0.1], [0.0, 0.1, -0.2], [-0.2, -0.1, 0.1], [-0.2, -0.1, 0.3], [-0.1, 0.0, -0.2], [0.1, -0.2, 0.0], [-0.2, 0.3, -0.1], [-0.1, 0.0, 0.1], [0.3, -0.1, 0.1], [0.0, 0.1, 0.3], [-0.1, 0.2, 0.3], [0.1, -0.2, -0.1], [-0.1, -0.1, 0.1], [-0.1, -0.2, 0.0], [0.0, 0.0, 0.0], [0.0, 0.0, -0.1], [0.0, 0.1, -0.1], [0.1, 0.1, 0.1]],
  "orbital_gap_ha": 0.240,
  "largest_force_ha_per_bohr": 0.031,
  "mol_weight_g_mol": 684.2,
  "charge": 1,
  "spin_multiplicity": 1,
  "homo_ha": -0.4030,
  "e_tot_ha": -5393.7222,
  "smiles": "C[Si](C)(CCCCCCCCN(Cl)C1=[N+](CCCC(=O)O)[C@H](CCCCS(=O)(=O)O)O[C@H](Br)N1)c1ccccc1"
}